(1)
The following is a quantum chemistry calculation of one molecule with the formula C6H14O3Si, from the Open Molecules 2025 dataset.

Summary:
HOMO energy   -0.37616 Eh
Relative energy (zero: lowest compared OMol25 entry of this formula, charge and spin)   186.0 kJ/mol
Total charge   0
HOMO-LUMO gap   10.820 eV
M   162.3 g/mol
Structure (SMILES)   O=C(O)CC[SiH2]CCCO

Each line ends with the natural charge from an NBO analysis.
CARTESIAN COORDINATES (ANGSTROEM)
O (-2.70555, 0.70005, -2.02950)  -0.564
C (-1.75592, 0.13119, -1.58072)  0.799
O (-0.49267, 0.65226, -1.66436)  -0.726
C (-1.78703, -1.19140, -0.85832)  -0.515
C (-0.56496, -2.06727, -1.16756)  -0.843
Si (1.02936, -1.64010, -0.22646)  1.151
C (0.82660, -0.40675, 1.18498)  -0.872
C (1.48013, 0.97719, 0.95240)  -0.410
C (0.51614, 2.12961, 1.14617)  -0.058
O (0.18424, 2.21874, 2.53487)  -0.736
H (-0.39569, 1.10379, -2.51253)  0.503
H (-1.90204, -0.99629, 0.21134)  0.236
H (-2.70966, -1.67325, -1.18070)  0.239
H (-0.35711, -1.99717, -2.23759)  0.234
H (-0.81811, -3.10862, -0.96142)  0.240
H (2.03022, -1.12663, -1.19267)  -0.186
H (1.55298, -2.91048, 0.33768)  -0.188
H (1.30437, -0.87215, 2.04982)  0.245
H (-0.21790, -0.26616, 1.47314)  0.236
H (2.29909, 1.11950, 1.66000)  0.213
H (1.91281, 1.05938, -0.04795)  0.206
H (-0.39607, 1.96856, 0.56351)  0.162
H (0.97313, 3.06170, 0.80022)  0.163
H (-0.00637, 3.13428, 2.74567)  0.471


(2)
The following is a quantum chemistry calculation of an isolated ion of composition C6H16N2P and charge +1, from the Open Molecules 2025 dataset.

Summary:
HOMO energy   -0.49436 Eh
Relative energy (zero: lowest compared OMol25 entry of this formula, charge and spin)   0.0 kJ/mol
Total charge   +1
HOMO-LUMO gap   10.844 eV
M   147.2 g/mol
Structure (SMILES)   C/N=C/CCC[NH+]=[PH2]C

Each line ends with the natural charge from an NBO analysis.
CARTESIAN COORDINATES (ANGSTROEM)
C (1.42405, 2.11243, -1.67683)  -0.429
N (0.46558, 1.04497, -1.34309)  -0.482
C (-0.06674, 0.41368, -2.31316)  0.213
C (-1.05403, -0.81069, -2.16300)  -0.466
C (-0.82354, -1.69997, -0.88374)  -0.408
C (-1.28734, -0.99034, 0.44619)  -0.211
N (-0.07926, -0.21970, 0.82110)  -1.064
P (0.83781, -0.33206, 2.10194)  1.351
C (0.10190, 0.40917, 3.57828)  -0.959
H (0.97663, 3.17718, -1.60366)  0.225
H (2.26692, 2.06445, -0.99872)  0.211
H (1.79592, 1.99736, -2.66747)  0.204
H (0.02405, 0.87011, -3.29902)  0.180
H (-0.98473, -1.41780, -3.06128)  0.248
H (-1.88795, -0.12136, -2.20136)  0.243
H (-1.38422, -2.64388, -1.00666)  0.236
H (0.18491, -1.92575, -0.74486)  0.211
H (-2.14450, -0.38354, 0.17447)  0.219
H (-1.45990, -1.80764, 1.18956)  0.209
H (0.20790, 0.19365, -0.18207)  0.458
H (1.00680, -1.64622, 2.63252)  -0.020
H (2.07959, 0.25800, 1.67335)  0.034
H (-0.96660, 0.39542, 3.32251)  0.271
H (0.40602, 1.36948, 3.89407)  0.276
H (0.36071, -0.30695, 4.31093)  0.251


(3)
The following is a quantum chemistry calculation of a 2-piece molecular cluster, C3H8ClNS overall, from the Open Molecules 2025 dataset.

Summary:
HOMO energy   -0.33197 Eh
Relative energy (zero: lowest compared OMol25 entry of this formula, charge and spin)   340.0 kJ/mol
Total charge   0
HOMO-LUMO gap   9.009 eV
M   125.6 g/mol

Each line ends with the natural charge from an NBO analysis.
CARTESIAN COORDINATES (ANGSTROEM)
C (-0.63176, 0.21436, 1.28236)  -0.666
C (2.09163, 0.38623, -0.96750)  -0.363
C (-0.94659, -0.20040, -0.14860)  -0.036
N (-0.04349, 0.43284, -1.10580)  -0.673
S (-1.13607, -2.00726, -0.16195)  -0.027
Cl (-2.52741, 0.58607, -0.44245)  -0.052
H (-0.10482, -0.56859, 1.90980)  0.221
H (0.01995, 1.10125, 1.35590)  0.229
H (-1.55677, 0.54904, 1.92378)  0.241
H (2.47279, -0.21514, -1.76461)  0.209
H (2.13924, 1.48119, -1.10721)  0.208
H (2.20015, 0.28142, 0.17976)  0.225
H (-0.18468, 0.07471, -2.00526)  0.346
H (-1.79215, -2.11572, 1.05178)  0.137


(4)
The following is a quantum chemistry calculation of C19H31BrN2O2S2SiTc as an isolated structure, from the Open Molecules 2025 dataset.

Summary:
HOMO energy (spin up / spin down)   -0.55475 / -0.55739 Eh
Total charge   +2
<S²>   0.7722
HOMO-LUMO gap (spin up / spin down)   5.158 / 5.624 eV
M   589.6 g/mol
Spin multiplicity   2

Each line ends with the Löwdin spin population.
CARTESIAN COORDINATES (ANGSTROEM)
Tc (0.22128, -2.77468, 0.43126)  0.845
S (2.00601, -4.32504, 0.35091)  0.119
C (0.63296, -5.32146, 0.17828)  0.001
N (-0.53770, -4.60003, 0.18101)  -0.015
C (-1.64724, -5.40189, 0.04609)  0.001
C (-2.98593, -4.99528, 0.01499)  -0.011
C (-3.94365, -5.97516, -0.12297)  0.003
C (-3.58874, -7.32840, -0.22226)  -0.010
C (-2.26405, -7.74191, -0.18907)  -0.004
C (-1.30069, -6.75836, -0.05598)  0.001
S (0.43401, -6.98106, 0.02748)  0.006
H (-3.25317, -3.95033, 0.09363)  -0.001
H (-4.98820, -5.70059, -0.15231)  0.000
H (-4.36830, -8.07034, -0.32498)  0.000
H (-2.00561, -8.78886, -0.26024)  0.000
O (-1.67570, -2.01305, 0.99040)  0.017
N (-1.48836, -2.27439, 2.18843)  0.005
O (-0.28813, -2.74414, 2.31764)  -0.017
C (3.58465, 2.01456, 0.55813)  0.001
C (2.57762, 2.52141, -0.49239)  0.000
C (3.07691, 2.04340, -1.86914)  0.000
C (2.64566, 4.07531, -0.48834)  0.000
Si (0.78149, 2.11024, -0.13220)  0.001
Br (1.20078, -0.68094, -0.19707)  0.055
C (0.15380, 2.20325, 1.64710)  0.000
C (-1.19703, 1.51054, 1.87916)  0.000
C (1.13051, 1.64314, 2.69712)  0.000
C (-0.04122, 3.71593, 1.93411)  0.000
C (-0.46014, 2.14404, -1.55049)  0.002
C (-0.77153, 3.64777, -1.77577)  0.000
C (-1.78732, 1.42748, -1.24960)  0.000
C (0.07603, 1.56835, -2.87470)  0.000
H (4.58746, 2.20832, 0.17550)  0.000
H (3.51678, 0.94396, 0.75398)  0.001
H (3.50419, 2.54144, 1.50372)  0.000
H (4.14626, 2.25105, -1.92407)  0.000
H (2.61147, 2.57824, -2.69206)  0.000
H (2.94823, 0.97357, -2.03777)  0.000
H (3.67958, 4.36259, -0.69318)  0.000
H (2.38192, 4.51226, 0.47285)  0.000
H (2.03155, 4.53271, -1.26180)  0.000
H (-1.19573, 0.46786, 1.56714)  0.000
H (-2.02494, 2.01081, 1.38804)  0.000
H (-1.40427, 1.53460, 2.95097)  0.000
H (1.42384, 0.60973, 2.50733)  0.000
H (0.62302, 1.66408, 3.66349)  0.000
H (2.03097, 2.23770, 2.80409)  0.000
H (-0.76604, 4.18674, 1.27045)  0.000
H (0.88799, 4.28024, 1.89374)  0.000
H (-0.42981, 3.81570, 2.95067)  0.000
H (-1.20012, 4.13288, -0.89908)  0.000
H (-1.51511, 3.71862, -2.57353)  0.000
H (0.09712, 4.21669, -2.10097)  0.000
H (-2.38918, 1.94528, -0.50923)  0.000
H (-1.65418, 0.39377, -0.92566)  0.000
H (-2.37090, 1.40752, -2.17149)  0.000
H (0.86070, 2.17367, -3.31584)  0.000
H (-0.75132, 1.55561, -3.58650)  0.000
H (0.44155, 0.54479, -2.78900)  0.000


(5)
The following is a quantum chemistry calculation of a 2-piece molecular cluster, C5H11O overall, from the Open Molecules 2025 dataset.

Summary:
HOMO energy (spin up / spin down)   0.15510 / 0.01590 Eh
Relative energy (zero: lowest compared OMol25 entry of this formula, charge and spin)   82.2 kJ/mol
Total charge   -2
<S²>   0.7508
HOMO-LUMO gap (spin up / spin down)   2.823 / 6.489 eV
M   87.1 g/mol
Spin multiplicity   2

Each line ends with the Löwdin spin population.
CARTESIAN COORDINATES (ANGSTROEM)
C (-0.65864, 1.18558, -1.96742)  0.454
C (-0.76075, 0.17646, -0.85067)  0.016
C (-1.41885, 0.42891, 0.27567)  0.068
C (-0.09347, -1.14037, -1.14396)  0.056
H (0.40355, 1.30776, -2.21218)  0.077
H (-1.00509, 2.18213, -1.68296)  0.104
H (-1.16654, 0.89372, -2.89365)  0.129
H (-1.31329, -0.24316, 1.11957)  0.003
H (-1.92524, 1.38221, 0.38084)  0.033
H (-0.19206, -1.84888, -0.32317)  0.004
H (0.97295, -1.04187, -1.33838)  0.014
H (-0.58272, -1.58711, -2.02252)  0.029
C (1.53847, -0.34662, 2.53125)  0.007
O (1.11764, -0.89493, 1.37812)  0.002
H (1.72475, -1.10595, 3.34231)  0.001
H (2.51713, 0.21584, 2.46492)  0.001
H (0.84214, 0.43630, 2.94225)  0.002


(6)
The following is a quantum chemistry calculation of C3H2O4 as an isolated structure, from the Open Molecules 2025 dataset.

Summary:
HOMO energy   -0.35611 Eh
Relative energy (zero: lowest compared OMol25 entry of this formula, charge and spin)   449.6 kJ/mol
Total charge   0
HOMO-LUMO gap   9.446 eV
M   102.0 g/mol

Each line ends with the natural charge from an NBO analysis.
CARTESIAN COORDINATES (ANGSTROEM)
C (0.48349, 0.30579, -0.00186)  0.192
C (1.06878, -1.08702, -0.22015)  0.282
C (2.49978, 0.22665, 0.32393)  0.926
O (1.45578, 0.96793, 0.74691)  -0.478
O (3.28587, 0.45596, -0.50432)  -0.484
O (2.20155, -1.11680, 0.37763)  -0.436
O (-0.76807, -0.03379, 0.64845)  -0.682
H (0.16557, 0.99690, -0.88526)  0.193
H (-1.46105, 0.18549, 0.01649)  0.488


(7)
The following is a quantum chemistry calculation of one molecule with the formula C6H6N2O, from the Open Molecules 2025 dataset.

Summary:
HOMO energy   -0.37575 Eh
Relative energy (zero: lowest compared OMol25 entry of this formula, charge and spin)   242.4 kJ/mol
Total charge   0
HOMO-LUMO gap   10.084 eV
M   122.1 g/mol
Structure (SMILES)   N#C[C@]1(O)CC=CC=N1

Each line ends with the natural charge from an NBO analysis.
CARTESIAN COORDINATES (ANGSTROEM)
N (2.67996, -1.22548, 0.95662)  -0.255
C (1.80084, -0.69556, 0.45858)  0.232
C (0.87651, 0.18374, -0.15975)  0.297
O (1.85015, 1.46027, -0.56942)  -0.749
C (-0.10410, 0.73745, 0.87681)  -0.490
C (-1.30307, -0.09025, 0.90427)  -0.100
C (-1.62040, -0.88434, -0.11003)  -0.299
C (-0.84100, -0.73695, -1.35813)  0.129
N (0.30662, -0.18313, -1.42830)  -0.395
H (2.18195, 1.45631, -1.42167)  0.476
H (-0.27644, 1.73552, 0.75745)  0.264
H (0.36562, 0.84303, 1.77642)  0.254
H (-2.12092, -0.05861, 1.58376)  0.225
H (-2.50273, -1.48419, -0.04152)  0.224
H (-1.29298, -1.05780, -2.22509)  0.189


(8)
The following is a quantum chemistry calculation of a 2-piece molecular cluster, C5H11N overall, from the Open Molecules 2025 dataset.

Summary:
HOMO energy   -0.35003 Eh
Relative energy (zero: lowest compared OMol25 entry of this formula, charge and spin)   253.5 kJ/mol
Total charge   0
HOMO-LUMO gap   10.651 eV
M   85.1 g/mol
Structure (SMILES)   C=CC.C=NC

Each line ends with the natural charge from an NBO analysis.
CARTESIAN COORDINATES (ANGSTROEM)
C (-1.86177, -0.45715, -1.54835)  -0.424
C (-1.78156, 0.19372, -0.39361)  -0.175
C (-1.71229, -0.59805, 0.89523)  -0.648
H (-2.10436, -0.01057, -2.50984)  0.208
H (-1.64588, -1.60819, -1.45415)  0.190
H (-1.77607, 1.30589, -0.25335)  0.205
H (-1.73932, -1.69083, 0.68977)  0.211
H (-2.48335, -0.26763, 1.66526)  0.221
H (-0.80351, -0.30814, 1.38546)  0.214
C (1.45694, 1.17746, -0.69787)  -0.046
N (1.99918, 1.22208, 0.46248)  -0.394
C (2.38478, -0.09210, 0.94387)  -0.449
H (0.88115, 2.00269, -1.08725)  0.165
H (1.65177, 0.44486, -1.42649)  0.142
H (1.69448, -0.53189, 1.80168)  0.209
H (2.48806, -0.83559, 0.10618)  0.171
H (3.35177, 0.05345, 1.42097)  0.201